# C28H34BiN5S4

A molecular structure, C28H34BiN5S4 (ωB97M-V with the def2-TZVPD basis set, the OMol25 dataset).

Each line ends with the Mulliken charge.
Cartesian coordinates (Å):
Bi1 0.575 0.108 -0.559  0.89
C1 1.540 2.865 -3.257  -0.35
C2 2.025 3.623 -2.029  -1.02
S1 1.091 3.438 -0.474  0.20
C3 -0.369 4.516 -0.726  -0.91
C4 -1.745 3.854 -0.972  -0.79
S2 -1.478 2.152 -1.505  0.35
C5 -2.970 1.617 -2.381  -1.09
C6 -2.891 0.105 -2.608  -0.78
S3 -1.234 -0.607 -2.928  0.14
C7 -0.601 0.447 -4.280  -0.66
C8 0.910 0.354 -4.461  -0.76
S4 1.974 1.097 -3.176  -0.03
H1 2.026 3.264 -4.148  0.57
H2 0.461 2.953 -3.366  0.14
H3 2.054 4.687 -2.262  0.53
H4 3.043 3.336 -1.760  0.40
H5 -0.115 5.189 -1.543  0.36
H6 -0.416 5.112 0.183  0.51
H7 -2.278 4.383 -1.760  0.42
H8 -2.352 3.858 -0.071  0.42
H9 -3.039 2.151 -3.327  0.41
H10 -3.853 1.853 -1.789  0.54
H11 -3.532 -0.184 -3.440  0.51
H12 -3.223 -0.438 -1.724  0.37
H13 -0.908 1.472 -4.088  0.18
H14 -1.081 0.107 -5.199  0.52
H15 1.180 0.824 -5.407  0.54
H16 1.241 -0.685 -4.513  0.39
C9 -2.529 -6.201 1.152  -1.50
C10 -1.857 -4.853 1.208  0.15
C11 -2.146 -3.921 2.203  -1.29
C12 -1.567 -2.666 2.208  -0.79
C13 -0.640 -2.269 1.239  1.44
N1 -0.111 -0.972 1.176  0.12
C14 -0.275 -0.006 2.207  0.33
C15 -1.521 0.421 2.669  -0.40
C16 -1.630 1.386 3.655  -1.09
C17 -0.501 2.004 4.194  0.36
C18 -0.617 3.071 5.252  -1.51
C19 0.739 1.636 3.690  -0.29
C20 0.855 0.647 2.723  -0.31
N2 2.173 0.329 2.247  0.24
C21 3.307 0.207 2.964  -0.15
C22 4.352 0.045 2.082  -1.15
C23 3.761 0.080 0.818  -0.41
N3 2.445 0.257 0.924  -0.02
C24 -0.259 -3.257 0.317  -0.08
C25 -0.901 -4.492 0.279  -0.63
N4 0.876 -3.119 -0.566  0.18
C26 1.667 -4.127 -0.978  -0.08
C27 2.638 -3.617 -1.814  -1.25
C28 2.389 -2.256 -1.853  -0.44
N5 1.326 -1.956 -1.094  -0.04
H17 -3.316 -6.276 1.900  0.38
H18 -2.976 -6.385 0.173  0.37
H19 -1.812 -7.002 1.342  0.32
H20 -2.860 -4.173 2.979  0.37
H21 -1.840 -1.971 2.989  0.62
H22 -2.413 -0.030 2.252  0.71
H23 -2.613 1.675 4.010  0.43
H24 -1.578 3.019 5.761  0.40
H25 0.172 2.973 5.999  0.39
H26 -0.527 4.066 4.810  0.29
H27 1.633 2.137 4.047  0.59
H28 3.289 0.227 4.042  0.53
H29 5.393 -0.088 2.323  0.44
H30 4.223 -0.026 -0.154  0.46
H31 -0.650 -5.196 -0.507  0.65
H32 1.516 -5.136 -0.635  0.57
H33 3.425 -4.165 -2.304  0.48
H34 2.934 -1.473 -2.362  0.57

* energy: -3167.998685 Ha
* energy above the lowest of the compared OMol25 structures with the same formula, charge and spin: 0.0 kcal/mol
* charge: +2
* lowest unoccupied orbital energy: -5.3424 eV
* Kohn-Sham gap: 7.349 eV

# C28H34Cl6N2O2

6 unconnected molecules or ions with the total composition C28H34Cl6N2O2 (ωB97M-V with the def2-TZVPD basis set, the OMol25 dataset).

Each line ends with the Mulliken charge.
Cartesian coordinates (Å):
Cl1 -4.396 19.203 15.898  -0.19
C1 -5.501 20.085 14.746  -0.40
C2 -6.394 21.091 15.497  0.12
Cl2 -5.514 22.244 16.571  -0.19
H1 -6.018 19.232 14.305  0.33
H2 -4.929 20.549 13.942  0.23
H3 -7.130 20.573 16.112  0.34
H4 -6.918 21.648 14.720  -0.24
Cl3 -10.002 25.356 10.647  -0.15
C3 -10.622 23.924 9.774  -0.37
C4 -10.704 24.091 8.252  -0.52
Cl4 -12.279 24.837 7.788  -0.18
H5 -11.508 23.550 10.285  0.29
H6 -9.963 23.077 9.968  0.28
H7 -10.474 23.154 7.744  0.35
H8 -9.894 24.696 7.844  0.35
Cl5 -13.944 19.348 16.204  -0.17
C5 -12.855 19.895 17.487  -0.39
C6 -13.508 19.826 18.870  -0.46
Cl6 -15.145 20.606 18.941  -0.19
H9 -12.493 20.907 17.304  0.29
H10 -12.023 19.192 17.478  0.31
H11 -13.003 20.164 19.775  0.38
H12 -13.756 18.767 18.939  0.26
C7 -16.732 18.814 10.517  -1.27
C8 -15.483 19.746 10.495  -0.30
C9 -14.126 18.972 10.486  -0.39
C10 -12.922 19.772 10.311  0.29
N1 -11.888 20.366 10.190  -0.54
H13 -17.682 19.346 10.563  0.37
H14 -16.683 18.250 11.449  0.32
H15 -16.808 18.137 9.666  0.35
H16 -15.503 20.466 11.312  0.18
H17 -15.544 20.392 9.619  0.40
H18 -14.232 18.173 9.752  0.40
H19 -14.177 18.550 11.490  0.28
C11 -12.963 23.403 13.849  -1.14
C12 -13.051 21.888 13.770  0.44
C13 -11.720 21.390 13.152  0.37
C14 -10.615 21.388 14.173  -0.13
N2 -9.797 21.297 14.924  -0.39
H20 -13.943 23.760 14.165  0.40
H21 -12.675 23.855 12.900  0.24
H22 -12.241 23.622 14.636  0.30
H23 -13.848 21.489 13.142  -0.02
H24 -13.186 21.531 14.791  -0.20
H25 -11.180 21.918 12.366  -0.26
H26 -11.786 20.352 12.825  0.35
C15 -8.684 25.925 13.720  -0.79
C16 -8.431 24.526 13.668  -0.37
C17 -7.367 24.022 12.882  0.19
C18 -6.394 24.841 12.330  -0.09
C19 -6.521 26.240 12.630  0.57
C20 -7.692 26.754 13.286  -0.55
C21 -5.435 27.148 12.213  0.61
O1 -5.565 28.362 12.331  -0.57
C22 -4.170 26.548 11.645  0.24
C23 -3.202 27.424 11.143  -0.65
C24 -2.059 26.926 10.596  -0.39
C25 -1.839 25.579 10.509  -0.55
C26 -2.811 24.684 10.959  -0.57
C27 -3.985 25.133 11.522  0.41
C28 -5.058 24.162 11.866  0.24
O2 -4.929 22.966 11.771  -0.56
H27 -9.464 26.390 14.306  0.48
H28 -9.107 23.801 14.097  0.36
H29 -7.231 22.957 12.766  0.62
H30 -7.825 27.792 13.550  0.50
H31 -3.305 28.499 11.171  0.46
H32 -1.361 27.601 10.123  0.41
H33 -0.939 25.260 10.005  0.40
H34 -2.674 23.631 10.764  0.46

* 2S+1: 2
* energy: -4108.113708 Ha
* energy above the lowest of the compared OMol25 structures with the same formula, charge and spin: 0.0 kcal/mol
* charge: +1
* lowest unoccupied orbital energy (alpha / beta): -5.2622 / -8.2399 eV
* Kohn-Sham gap (alpha / beta): 7.019 / 4.042 eV

# C28H34F6N3O3

2 unconnected molecules or ions with the total composition C28H34F6N3O3 (ωB97M-V with the def2-TZVPD basis set, the OMol25 dataset).

Each line ends with the Mulliken charge.
Cartesian coordinates (Å):
C1 3.906 -3.393 3.300  -1.26
C2 3.399 -1.982 3.176  -0.04
O1 2.033 -2.102 2.677  -0.29
C3 1.406 -0.899 2.589  0.24
C4 0.091 -0.997 1.937  -0.04
C5 -0.950 -0.430 2.603  -0.51
N1 -2.166 -0.999 2.811  0.25
C6 -3.081 -0.273 3.707  -0.36
C7 -4.308 -1.078 4.125  -0.67
O2 -4.699 -2.022 3.133  -0.38
C8 -3.698 -2.988 2.841  -0.68
C9 -2.392 -2.366 2.341  -0.29
O3 1.904 0.139 3.014  -0.67
H1 4.957 -3.419 3.601  0.40
H2 3.328 -3.938 4.059  0.32
H3 3.804 -3.912 2.338  0.30
H4 3.415 -1.460 4.146  0.34
H5 3.983 -1.401 2.445  0.25
H6 -0.049 -1.796 1.216  0.37
H7 -0.821 0.566 3.051  0.47
H8 -2.530 0.012 4.617  0.37
H9 -3.397 0.652 3.195  0.25
H10 -4.094 -1.571 5.095  0.33
H11 -5.174 -0.405 4.207  0.32
H12 -3.484 -3.616 3.724  0.33
H13 -4.142 -3.589 2.039  0.32
H14 -2.402 -2.365 1.238  0.26
H15 -1.555 -3.003 2.663  0.35
C10 -4.629 3.962 -2.071  -1.22
N2 -3.570 4.237 -1.129  0.21
C11 -3.681 5.487 -0.390  -0.90
C12 -3.008 6.593 -1.156  1.00
F1 -3.124 7.823 -0.581  -0.25
F2 -1.665 6.312 -1.291  -0.27
F3 -3.505 6.662 -2.438  -0.27
C13 -2.587 3.334 -0.858  1.20
C14 -1.959 3.289 0.420  -0.92
C15 -0.920 2.420 0.644  -0.87
C16 -0.411 1.552 -0.365  0.37
C17 0.649 0.684 0.024  -1.03
C18 1.477 -0.104 -0.827  0.84
C19 2.717 -0.607 -0.326  -0.56
C20 3.595 -1.281 -1.139  -0.61
C21 3.371 -1.304 -2.537  -0.14
N3 4.266 -1.919 -3.391  0.36
C22 5.006 -1.152 -4.360  -0.94
C23 4.498 -3.359 -3.333  -0.94
C24 3.452 -4.066 -4.152  0.97
F4 3.647 -5.404 -4.283  -0.26
F5 2.217 -3.873 -3.565  -0.26
F6 3.374 -3.512 -5.410  -0.27
C25 2.160 -0.787 -3.056  -0.32
C26 1.158 -0.446 -2.174  -0.82
C27 -1.032 1.654 -1.649  -0.70
C28 -2.167 2.411 -1.854  -0.77
H16 -4.872 2.889 -2.073  0.45
H17 -5.517 4.526 -1.769  0.35
H18 -4.351 4.255 -3.095  0.35
H19 -4.739 5.746 -0.298  0.41
H20 -3.175 5.426 0.579  0.14
H21 -2.334 3.916 1.233  0.29
H22 -0.450 2.421 1.629  0.57
H23 1.066 0.901 1.015  0.86
H24 2.958 -0.444 0.725  0.43
H25 4.495 -1.762 -0.745  0.53
H26 5.331 -0.204 -3.896  0.34
H27 5.887 -1.728 -4.661  0.33
H28 4.391 -0.909 -5.243  0.30
H29 5.476 -3.564 -3.771  0.39
H30 4.406 -3.705 -2.297  0.30
H31 2.022 -0.787 -4.142  0.41
H32 0.122 -0.455 -2.515  0.66
H33 -0.618 1.143 -2.510  0.47
H34 -2.708 2.360 -2.804  0.48

* energy: -2076.242409 Ha
* energy above the lowest of the compared OMol25 structures with the same formula, charge and spin: 10.9 kcal/mol
* charge: +1
* lowest unoccupied orbital energy: -4.6163 eV
* Kohn-Sham gap: 5.992 eV

F_max list, top to bottom, in eV/Å: 0.4, 5.7, 2.0